Formula: C3H4S5
Source: the Open Molecules 2025 dataset
Level of theory: ωB97M-V/def2-TZVPD

Kohn-Sham gap   0.301 Ha
Highest occupied orbital energy   -8.06 eV
Structure (SMILES)   SC1=C(S)[C@H](S)SS1

ORCA input file:
```
! RIJCOSX wB97M-V def2-TZVPD def2/J DEFGRID3
* xyz 0 1
H -2.269 1.642 2.351
H 1.707 -1.746 0.826
S -0.815 0.772 -1.942
C 0.343 -0.314 -1.041
H 2.316 0.054 -2.344
C -0.979 0.486 0.843
S -1.556 1.727 -0.269
S 2.108 0.312 -1.058
S -1.557 0.525 2.497
S 0.480 -1.762 1.351
H 0.353 -1.263 -1.573
C -0.129 -0.433 0.359
*
```

Formula: C8H12NO6RuS2
Source: the Open Molecules 2025 dataset
Level of theory: ωB97M-V/def2-TZVPD

Kohn-Sham gap (spin up / spin down)   0.239 / 0.248 Ha
⟨S²⟩   0.761
Highest occupied orbital energy (spin up / spin down)   -8.17 / -8.12 eV

ORCA input file:
```
! RIJCOSX wB97M-V def2-TZVPD def2/J DEFGRID3
* xyz 0 2
O 0.783 -1.899 -0.572
H 1.299 1.511 2.403
H 0.220 -1.892 2.260
C 1.132 -2.610 0.486
N 1.345 -0.346 1.398
O -1.116 0.450 1.084
H 3.766 1.455 -0.186
O -3.577 0.393 -2.241
O 1.392 -3.780 0.459
C 2.710 -0.048 0.936
H 3.041 -0.888 0.322
C -4.852 0.818 -2.745
O 1.885 1.108 -1.023
C -2.565 0.347 -3.094
C 2.745 1.222 0.117
H 1.968 -2.126 2.413
C -0.667 0.705 2.303
H 3.405 0.040 1.780
H 2.360 2.073 0.677
S -1.119 -0.323 -2.365
Ru -0.054 -0.179 -0.386
H -5.192 0.132 -3.519
O -1.363 1.080 3.204
H 2.274 0.501 -1.667
C 0.840 0.525 2.461
H -5.514 0.795 -1.885
C 1.178 -1.766 1.750
H -4.778 1.822 -3.157
S -2.580 0.762 -4.669
H 1.034 0.118 3.455
*
```